The following is a quantum chemistry calculation of 2 unconnected molecules or ions with the total composition C10H16O at a distorted geometry, from the Open Molecules 2025 dataset.

Atoms and positions in Å:
C 2.0323 -2.2529 -0.2855
C 0.7113 -1.6702 0.1525
C 0.7497 -0.4791 0.9632
C -0.3452 0.1750 1.3892
C -1.5327 -0.5330 0.9888
O -2.6428 0.2499 1.1665
C -1.5663 -1.8165 0.4413
C -0.3966 -2.4889 0.1042
H 2.7727 -1.9446 0.2689
H 2.1558 -2.1086 -1.4203
H 1.9978 -3.3023 -0.2781
H 1.7588 -0.1684 1.1692
H -0.5051 1.0967 1.9138
H -2.5057 1.1898 1.5016
H -2.5645 -2.4033 0.3137
H -0.4421 -3.5929 -0.1582
C 1.9765 2.2907 -0.8570
C 0.8812 2.5781 -1.8991
C -0.4858 2.4861 -1.3205
H 2.0053 1.2091 -0.7276
H 2.9143 2.3633 -1.3809
H 2.0920 3.0130 -0.0165
H 1.1178 1.8008 -2.6197
H 0.9151 3.5296 -2.3458
H -1.1965 3.0269 -1.9617
H -0.5786 3.1032 -0.3940
H -0.9410 1.4520 -1.2586

Properties
Frontier orbital gap ... 8.8 eV
E_LUMO ... 0.847 eV
SMILES string ... Cc1ccc(O)cc1.CCC
ΔE to the lowest compared entry with this formula, charge and spin ... 68.99 kcal/mol

The following is a quantum chemistry calculation of a gas-phase ion, C20H26N3O5 (charge +1) at a distorted geometry, from the Open Molecules 2025 dataset.

Atoms and positions in Å:
C 1.8917 4.6423 -0.9430
O 2.3026 3.2933 -0.8712
C 1.5046 2.3427 -1.4179
C 1.9703 1.0291 -1.3324
C 1.2081 -0.0260 -1.7849
C -0.0636 0.1953 -2.3182
N -0.9085 -0.8360 -2.7386
C -2.2976 -0.8097 -2.3317
C -2.6388 -1.9949 -1.4019
N -1.4407 -2.3968 -0.6311
C -1.7519 -3.3729 0.4437
C -1.9021 -2.7235 1.8278
O -2.7534 -1.6223 1.6688
C -0.5260 -2.3366 2.4125
O 0.0792 -1.4305 1.5079
C 0.8845 -0.4444 2.0113
C 1.9011 -0.7042 2.9216
C 2.7183 0.3199 3.3677
C 2.5215 1.6228 2.9318
C 1.4910 1.9039 2.0600
C 0.6717 0.8789 1.5934
N -0.4426 1.2136 0.7693
O -0.9574 0.3324 0.0881
O -0.8604 2.3517 0.8122
C -0.4078 -2.9428 -1.5447
C -0.4118 -2.1700 -2.8856
C -0.4897 1.5173 -2.4713
C 0.2746 2.5767 -2.0290
H 1.8199 4.9830 -1.9794
H 2.6657 5.2113 -0.4313
H 0.9317 4.7949 -0.4404
H 2.9397 0.8580 -0.8913
H 1.6154 -1.0200 -1.6939
H -2.9505 -0.8591 -3.2111
H -2.4860 0.1253 -1.8067
H -3.4136 -1.6942 -0.6974
H -2.9800 -2.8626 -1.9716
H -1.0855 -1.5135 -0.1950
H -2.6832 -3.8803 0.1846
H -0.9553 -4.1155 0.5009
H -2.3431 -3.4741 2.5031
H -2.9398 -1.2043 2.5164
H 0.0860 -3.2392 2.5328
H -0.6558 -1.8708 3.3959
H 2.0576 -1.7141 3.2681
H 3.5141 0.0963 4.0606
H 3.1643 2.4145 3.2802
H 1.2987 2.9096 1.7219
H -0.6287 -3.9955 -1.7340
H 0.5568 -2.8669 -1.0417
H -1.0602 -2.6849 -3.6019
H 0.5921 -2.1483 -3.3092
H -1.4394 1.7185 -2.9402
H -0.1036 3.5779 -2.1507

Properties
Frontier orbital gap ... 6.9 eV
E_LUMO ... -3.169 eV
Net charge ... +1
SMILES string ... COc1ccc(N2CC[NH+](C[C@H](O)COc3ccccc3[N+](=O)[O-])CC2)cc1
ΔE to the lowest compared entry with this formula, charge and spin ... 4.07 kcal/mol

The following is a quantum chemistry calculation of a molecular structure, C30H60IN2O13P3 at a distorted geometry, from the Open Molecules 2025 dataset.

Atoms and positions in Å:
C -0.6602 0.1011 -2.1728
C 0.4155 0.2165 -1.6247
C 1.8722 0.2863 -1.0069
C 2.8098 0.0108 -2.2506
C 3.2738 -1.4848 -2.4460
C 2.1356 -2.4609 -3.0208
C 2.0874 -3.8782 -2.3071
N 0.9159 -4.0662 -1.4162
C -0.3433 -4.0572 -2.1317
C -1.6387 -3.4238 -1.4531
O -0.5086 -4.5156 -3.2526
C 1.7472 -0.7319 0.1949
O 2.2075 -1.8191 0.4200
N 0.8944 0.0170 1.1254
C 1.1384 1.5073 1.1424
C -0.0591 2.4630 0.7557
C 1.7373 1.8251 2.5722
C 0.6571 2.1719 3.6785
C -0.5843 1.1893 3.7325
C -0.4396 -0.0210 4.7417
C -1.8422 -0.8045 4.6917
C -1.9934 -1.6778 3.3625
C -3.5131 -1.8187 2.8936
C -3.7881 -1.1393 1.4891
C -5.2469 -1.3817 0.9217
C -6.0413 -0.0092 0.7318
O -5.3898 0.8519 -0.2135
C -6.2393 1.9511 -0.5935
C 2.1455 1.6101 -0.1331
I 4.2364 1.3086 0.5750
P 2.2543 3.2402 -1.0866
O 3.6725 4.0875 -0.7358
O 2.0236 3.0170 -2.7519
H -1.6429 -0.3524 -2.4523
H 2.2130 0.2852 -3.1774
H 3.7273 0.6777 -2.3023
H 4.0868 -1.4643 -3.2427
H 3.7893 -1.9206 -1.5341
H 1.1186 -1.9814 -3.0186
H 2.3780 -2.6678 -4.1116
H 3.0540 -4.1387 -1.7729
H 1.9984 -4.6603 -3.1331
H 0.9958 -4.9294 -0.8642
H -2.1631 -2.8596 -2.2838
H -1.3808 -2.7056 -0.6284
H -2.3536 -4.2210 -1.1124
H 1.1354 -0.3850 2.0422
H 0.2983 3.5215 0.9612
H -0.9907 2.3266 1.3697
H -0.3625 2.4216 -0.3263
H 2.4490 1.0349 2.9595
H 2.3789 2.7586 2.4479
H 0.3326 3.2592 3.6388
H 1.1863 2.0733 4.6818
H -1.4662 1.8079 4.1015
H -0.9011 0.7666 2.7404
H 0.4247 -0.6995 4.4968
H -0.3706 0.3741 5.8041
H -2.0246 -1.3966 5.6317
H -2.6272 0.0151 4.5961
H -1.3875 -1.2859 2.4992
H -1.6459 -2.7179 3.6378
H -3.8483 -2.9017 2.8321
H -4.2254 -1.3337 3.6385
H -3.5928 -0.0254 1.5316
H -3.0520 -1.5588 0.7363
H -5.8682 -2.0979 1.5373
H -5.2027 -1.8359 -0.1208
H -7.1030 -0.2527 0.4193
H -6.0769 0.4701 1.7555
H -7.2414 1.9419 -0.0674
H -5.7738 2.9597 -0.3950
H -6.4250 1.8722 -1.7103
H 3.5379 4.9705 -1.1471
H 1.1379 2.6214 -2.9129
C 9.9408 -4.5745 -4.4632
O 9.4553 -3.2383 -4.4257
P 7.7916 -2.9897 -4.7117
O 7.3536 -4.1728 -3.8716
O 7.9925 -3.3933 -6.2943
C 8.7866 -2.5135 -7.0941
O 6.1979 -2.4725 -5.0199
C 5.2498 -3.4538 -5.4214
H 11.0158 -4.5312 -4.6486
H 9.7743 -5.0577 -3.5004
H 9.4714 -5.1508 -5.2611
H 9.7325 -3.0049 -7.3290
H 8.9906 -1.5716 -6.5813
H 8.2527 -2.3043 -8.0212
H 4.8411 -3.9547 -4.5431
H 5.6827 -4.1849 -6.1039
H 4.4334 -2.9425 -5.9357
C -3.9619 2.9496 2.4639
O -3.6442 4.1943 3.0741
P -4.7236 4.7988 4.2487
O -4.9347 3.4523 4.9126
O -5.8437 5.0965 3.0802
C -5.5239 6.1001 2.1134
O -5.6592 5.6404 5.3964
C -6.9234 5.0923 5.7494
H -3.4269 2.8946 1.5134
H -3.6241 2.1286 3.0976
H -5.0307 2.8586 2.2661
H -5.3291 5.6182 1.1534
H -4.6473 6.6812 2.4061
H -6.3762 6.7717 2.0098
H -6.7949 4.3296 6.5175
H -7.4393 4.6728 4.8858
H -7.5318 5.9002 6.1604

Properties
Frontier orbital gap ... 4.8 eV
E_LUMO ... -2.913 eV

The following is a quantum chemistry calculation of 2 unconnected molecules or ions with the total composition C3H8ClPS at a distorted geometry, from the Open Molecules 2025 dataset.

Atoms and positions in Å:
C -0.3530 2.3968 -0.4208
C 1.0378 -3.0982 0.2553
C 0.3633 1.0645 -0.0132
P -0.8093 -0.3709 0.4733
S -1.9860 0.1808 1.9172
Cl -1.6976 -0.6886 -1.3304
H 0.2158 2.9280 -1.1509
H -1.1748 1.9756 -0.9958
H -0.6569 3.0254 0.4366
H 1.0439 -3.8535 1.0217
H 0.1686 -2.9353 -0.4587
H 1.8559 -2.4627 0.0625
H 1.0725 1.2727 0.8838
H 0.9198 0.5653 -0.6805

Properties
Frontier orbital gap (spin up / spin down) ... 6.9 / 8.5 eV
E_LUMO (spin up / spin down) ... -1.968 / -0.081 eV
ΔE to the lowest compared entry with this formula, charge and spin ... 71.58 kcal/mol

The following is a quantum chemistry calculation of a molecular structure, C2H2F2 at a distorted geometry, from the Open Molecules 2025 dataset.

Atoms and positions in Å:
C -0.3531 -0.1247 -0.2765
C -2.2897 0.0375 0.0823
F -2.8585 -1.1121 0.0579
F -3.0510 1.0910 -0.1153
H 0.2433 0.6791 -0.1230
H 0.0361 -1.1295 -0.0206

Properties
Frontier orbital gap (spin up / spin down) ... 9.6 / 8.1 eV
E_LUMO (spin up / spin down) ... 0.451 / -0.151 eV
ΔE to the lowest compared entry with this formula, charge and spin ... 109.05 kcal/mol

The following is a quantum chemistry calculation of a molecular structure, C50H58NOP2Si3TeTi, from the Open Molecules 2025 dataset.

Atoms and positions in Å:
Ti -1.1102 -0.1568 0.5182
Te 3.6417 -2.4561 1.1346
C 4.8426 -2.7364 -0.5821
C 4.2741 -3.0547 -1.8097
C 5.0975 -3.1657 -2.9194
N 6.4188 -3.0028 -2.8795
C 6.9561 -2.7234 -1.6959
C 6.2192 -2.5735 -0.5270
C 2.1383 -1.3518 0.2357
P 1.8909 0.3553 0.5660
C 3.3482 1.2155 -0.1228
C 4.0900 0.5801 -1.1184
C 5.1937 1.1978 -1.6889
C 5.5779 2.4612 -1.2691
C 4.8611 3.0972 -0.2649
C 3.7568 2.4801 0.3023
C 2.0145 0.5144 2.3831
C 0.8940 0.0449 3.0558
C 0.8138 -0.0422 4.4312
C 1.9145 0.3704 5.1741
C 3.0451 0.8523 4.5302
C 3.1059 0.9194 3.1423
P 0.6033 -1.9278 -0.2596
C 0.3541 -1.8590 -2.0803
C 1.3559 -1.3242 -2.8841
C 1.2153 -1.2952 -4.2644
C 0.0686 -1.8032 -4.8562
C -0.9421 -2.3352 -4.0639
C -0.8032 -2.3598 -2.6847
C 0.4664 -3.6985 0.1060
C 0.7660 -4.6623 -0.8515
C 0.8153 -6.0031 -0.4935
C 0.5621 -6.3851 0.8151
C 0.2626 -5.4263 1.7754
C 0.2225 -4.0893 1.4219
H 3.2054 -3.2000 -1.9104
H 4.6731 -3.4025 -3.8904
H 8.0336 -2.5960 -1.6767
H 6.7217 -2.3090 0.3950
H 3.8244 -0.4193 -1.4275
H 5.7593 0.6781 -2.4525
H 6.4417 2.9423 -1.7096
H 5.1681 4.0756 0.0843
H 3.2259 2.9703 1.0979
H 0.0289 -0.2496 2.4433
H -0.0779 -0.4143 4.9197
H 1.8891 0.3134 6.2545
H 3.8996 1.1679 5.1154
H 4.0078 1.2680 2.6577
H 2.2541 -0.9406 -2.4232
H 2.0049 -0.8797 -4.8781
H -0.0377 -1.7882 -5.9333
H -1.8360 -2.7396 -4.5215
H -1.5941 -2.7968 -2.0882
H 0.9621 -4.3757 -1.8770
H 1.0555 -6.7489 -1.2403
H 0.6018 -7.4311 1.0901
H 0.0720 -5.7207 2.7990
H 0.0072 -3.3417 2.1795
C 1.4959 4.2550 1.9153
O 0.9126 3.1350 1.2580
Si -0.2025 3.3046 0.0357
C 0.7942 3.5765 -1.5141
C -1.1259 4.9155 0.3603
C -1.4213 1.7999 0.1421
Si -2.2128 2.1161 1.9093
C -2.5438 0.4090 2.7435
C -3.7547 3.1827 1.9036
C -1.0934 2.8991 3.1889
Si -2.2350 1.7515 -1.6814
C -3.5572 0.5489 -2.2583
C -2.9353 3.4269 -2.1410
C -0.8036 1.2880 -2.8119
H 0.7518 4.9898 2.2247
H 2.2268 4.7555 1.2706
H 2.0050 3.8943 2.8111
H 1.3903 4.4678 -1.2870
H 0.2056 3.8008 -2.4020
H 1.4873 2.7650 -1.7380
H -0.4336 5.7362 0.1470
H -1.4771 5.0475 1.3850
H -1.9851 5.0534 -0.2912
H -3.5618 0.0644 2.5933
H -2.3839 0.6334 3.8011
H -1.9291 -0.4971 2.5988
H -4.6870 2.6549 1.7211
H -3.6647 3.9877 1.1725
H -3.8314 3.6426 2.8926
H -0.1186 2.4271 3.2735
H -1.6258 2.7674 4.1376
H -0.9455 3.9684 3.0567
H -4.5741 0.7393 -1.9236
H -3.3203 -0.5013 -2.0965
H -3.5220 0.7251 -3.3402
H -3.7658 3.7196 -1.4932
H -3.3335 3.3156 -3.1540
H -2.2110 4.2376 -2.1648
H 0.1226 1.0427 -2.2952
H -0.5723 2.0922 -3.5125
H -1.0893 0.4165 -3.4035
C -7.0927 -0.3921 0.6440
C -6.1569 0.6530 0.5496
C -4.8213 0.3760 0.4435
C -4.3185 -0.9389 0.4273
C -2.9060 -1.2413 0.3329
C -2.5919 -2.5839 0.2587
C -3.5375 -3.6373 0.3060
C -4.8544 -3.3406 0.4380
C -5.2737 -1.9845 0.4954
C -6.6516 -1.6845 0.6099
H -8.1483 -0.1711 0.7299
H -6.4991 1.6812 0.5467
H -4.1234 1.1913 0.3323
H -1.5730 -2.9100 0.1557
H -3.1901 -4.6614 0.2514
H -5.6040 -4.1210 0.4958
H -7.3540 -2.5076 0.6661

Properties
Frontier orbital gap ... 5.5 eV
E_LUMO ... -4.188 eV
Net charge ... +1
ΔE to the lowest compared entry with this formula, charge and spin ... 43.73 kcal/mol

The following is a quantum chemistry calculation of a molecular structure, C9H18AgO8 at a distorted geometry, from the Open Molecules 2025 dataset.

Atoms and positions in Å:
Ag -21.0408 14.2824 1.1018
C -21.7233 12.7199 -1.7742
O -22.1224 13.6264 -0.8171
H -20.6780 12.7261 -2.1255
H -21.9513 11.6527 -1.6144
H -22.2513 13.0454 -2.6862
C -16.7762 15.8418 0.6835
C -18.0569 15.1963 1.2144
O -18.2915 15.2185 2.4256
O -18.8866 14.8496 0.3063
H -15.9318 15.4214 1.2385
H -16.8054 16.9142 0.8701
H -16.6620 15.6111 -0.3749
C -22.1425 18.8236 0.4451
C -22.2050 17.2930 0.4935
O -23.0773 16.7251 -0.2220
O -21.4436 16.6727 1.2738
H -21.1320 19.2245 0.5647
H -22.8192 19.2914 1.1607
H -22.4157 19.1699 -0.5563
C -22.9685 14.1275 4.9935
C -22.1782 14.1408 3.7130
O -22.7210 13.6820 2.6626
O -20.9987 14.5434 3.6861
H -22.9726 15.1484 5.3894
H -22.6149 13.4930 5.8050
H -24.0052 13.9071 4.7311
C -20.8640 10.5408 3.1923
C -19.7404 11.2520 2.4445
O -20.2316 12.0113 1.3551
H -21.2940 9.7644 2.5495
H -21.6646 11.2427 3.4229
H -20.4830 10.0693 4.1010
H -18.8974 10.6301 2.1171
H -19.2647 11.9352 3.1533
H -20.4631 11.3562 0.6869

Properties
Frontier orbital gap (spin up / spin down) ... 6.6 / 6.2 eV
E_LUMO (spin up / spin down) ... 5.354 / 4.987 eV
Net charge ... -2
ΔE to the lowest compared entry with this formula, charge and spin ... 17.34 kcal/mol
Spin multiplicity ... 2

The following is a quantum chemistry calculation of a molecular structure, C26H36B2HgO34 at a distorted geometry, from the Open Molecules 2025 dataset.

Atoms and positions in Å:
Hg 0.0817 0.0076 0.1389
O -9.5729 1.5952 2.5868
C -8.6519 1.3754 3.3288
O -7.4358 1.8331 3.2017
B -6.5044 1.3249 4.2392
O -7.3676 0.3308 5.0322
C -8.6681 0.5413 4.6574
O -9.7070 0.0973 5.2324
O -5.9289 2.4436 5.0687
C -4.6977 2.4706 4.9315
O -3.9611 3.2684 5.4164
C -4.2618 1.3045 3.9790
O -5.3288 0.6626 3.6897
O -3.1393 1.0117 3.6452
O 7.1252 4.9163 -7.9071
C 5.9442 4.6917 -7.7087
O 5.4788 3.6712 -7.0955
B 3.9897 3.7527 -6.9494
O 3.6731 5.1490 -7.2878
C 4.7754 5.7207 -7.8619
O 4.8704 6.8755 -8.3610
O 3.2798 2.7243 -7.8234
C 2.5879 1.9419 -7.1140
O 1.9221 0.9608 -7.4882
C 2.7395 2.3867 -5.5844
O 3.5045 3.4172 -5.5798
O 2.0851 1.9569 -4.6177
C -5.3410 -3.0311 -1.4747
O -4.8604 -3.6075 -2.7043
C -3.6254 -3.2895 -3.1079
O -2.9017 -2.4288 -2.6389
O -3.4214 -4.0627 -4.1510
C -2.1450 -4.0228 -4.8299
H -6.0830 -2.2467 -1.6237
H -4.5359 -2.6017 -0.8784
H -5.7832 -3.7894 -0.8285
H -2.3756 -3.2805 -5.5940
H -1.9528 -4.9798 -5.3150
H -1.3360 -3.7188 -4.1656
C -5.5834 5.6078 -0.2756
O -4.5802 4.7125 -0.3215
C -4.3516 3.7588 -1.3080
O -3.3903 2.9897 -1.3167
O -5.3285 3.7116 -2.2083
C -5.3042 3.0516 -3.4594
H -5.6610 5.9105 0.7686
H -6.5792 5.3747 -0.6526
H -5.1927 6.5239 -0.7185
H -4.3330 3.2218 -3.9241
H -6.0122 3.3533 -4.2313
H -5.4456 2.0064 -3.1842
C -2.4102 -7.5357 2.6325
O -2.1276 -6.2320 2.1589
C -1.9399 -5.2665 2.9926
O -1.5250 -4.1762 2.5624
O -2.0847 -5.6895 4.3007
C -1.5889 -4.8621 5.3296
H -2.7970 -8.0483 1.7517
H -3.0417 -7.5690 3.5203
H -1.4399 -8.0125 2.7718
H -2.1028 -3.9015 5.2930
H -0.5274 -4.6371 5.2270
H -1.6468 -5.3481 6.3035
C 2.4223 7.0333 2.8173
O 2.0439 5.7542 2.1914
C 2.8627 5.0430 1.3477
O 2.5202 3.9165 0.9874
O 4.0695 5.6355 1.2047
C 5.0254 4.9632 0.4481
H 3.2543 6.7329 3.4542
H 1.6330 7.4563 3.4386
H 2.7221 7.7217 2.0271
H 5.3364 5.5882 -0.3889
H 4.6552 4.0907 -0.0903
H 5.7645 4.6557 1.1879
C 5.2293 -1.2981 6.5777
O 4.3226 -1.4175 5.4741
C 4.6359 -1.1403 4.2490
O 3.7534 -0.9467 3.4585
O 5.9463 -1.0306 3.9564
C 6.4486 -0.9328 2.6707
H 5.9611 -0.5026 6.4368
H 5.8547 -2.1900 6.6155
H 4.5730 -1.0370 7.4079
H 6.6027 -1.8727 2.1406
H 7.4027 -0.4062 2.6890
H 5.8185 -0.3829 1.9717
C 4.0163 -6.9108 -1.1381
O 3.4285 -5.5971 -0.8089
C 3.7337 -4.3905 -1.3920
O 3.0977 -3.3742 -1.3617
O 4.9490 -4.4769 -1.9712
C 5.3809 -3.4654 -2.8776
H 3.6547 -7.2121 -2.1213
H 3.5971 -7.7086 -0.5250
H 5.0985 -6.9791 -1.2483
H 4.9689 -3.5227 -3.8851
H 6.4522 -3.6559 -2.9408
H 5.2870 -2.4575 -2.4732

Properties
Frontier orbital gap ... 1.4 eV
E_LUMO ... -8.355 eV
ΔE to the lowest compared entry with this formula, charge and spin ... 214.21 kcal/mol

Number 1: DFT total energy -465.78786 hartree. Number 2: DFT total energy -1317.83550 hartree. Number 3: DFT total energy -3588.10020 hartree. Number 4: DFT total energy -1318.74717 hartree. Number 5: DFT total energy -276.93590 hartree. Number 6: DFT total energy -4738.55102 hartree. Number 7: DFT total energy -1102.56656 hartree. Number 8: DFT total energy -3773.59558 hartree.